Entry from OMol25: a 2-piece molecular cluster, C35H39BCl3NO2Si overall in a non-equilibrium geometry (ωB97M-V/def2-TZVPD).

Each line ends with the Löwdin charge.
Atoms and positions in Å:
Cl 3.12390 -1.35580 2.91165  0.544
B 2.00574 0.08538 2.99621  -1.845
Cl 2.52550 1.22936 4.43475  0.537
Cl 1.94212 1.09286 1.41625  0.514
O 0.64959 -0.40213 3.28744  -0.083
C -0.32997 0.42359 3.44466  -0.097
C -1.50947 0.19437 2.62827  -0.152
C -1.91467 1.16242 1.68527  -0.036
C -2.98299 0.90297 0.83543  -0.074
C -3.66084 -0.32309 0.90553  -0.061
C -3.22940 -1.30273 1.81965  -0.056
C -2.12253 -1.07143 2.61921  0.006
H -0.10558 1.43131 3.81863  0.115
H -1.34018 2.08498 1.61838  0.109
H -3.27668 1.66166 0.10912  0.110
H -4.51548 -0.52695 0.25907  0.106
H -3.73484 -2.26880 1.88298  0.111
H -1.69306 -1.84475 3.25783  0.110
C -4.55036 6.23439 7.61811  -0.151
Si -2.71841 6.52590 7.71684  0.404
C -2.07236 7.15005 6.08569  -0.137
C -2.24105 7.66578 9.10895  -0.153
O -2.01149 5.06744 8.10602  -0.160
C -1.27959 4.11188 7.36449  -0.347
C -2.09024 3.72422 6.12179  -0.164
C -1.66325 4.02526 4.82932  -0.031
C -2.48412 3.69452 3.73786  -0.073
C -3.72388 3.09699 3.94860  -0.078
C -4.17886 2.86287 5.24734  -0.063
C -3.37198 3.20453 6.33728  -0.066
C 0.17695 4.59166 7.15438  -0.144
C 0.69760 5.59513 7.97599  -0.048
C 2.04920 5.94199 7.88511  -0.066
C 2.87188 5.31161 6.95026  -0.077
C 2.34602 4.31671 6.12139  -0.066
C 1.01151 3.91890 6.26398  -0.060
C -1.19079 2.86275 8.28835  -0.178
C -0.34987 3.08328 9.56917  -0.096
C 0.90095 2.21323 9.44915  -0.128
C 0.69571 1.29566 8.22737  -0.117
N -0.54383 1.74721 7.59712  -0.040
C -1.18071 0.95842 6.70506  -0.037
C -0.49397 0.03869 5.92768  -0.084
C -0.94386 -1.33334 5.80355  -0.245
C -0.02299 -2.34026 5.43194  -0.041
C -0.45420 -3.64057 5.20113  -0.079
C -1.81399 -3.96802 5.32930  -0.103
C -2.72029 -2.99642 5.77298  -0.099
C -2.29028 -1.69627 6.04345  -0.046
H -5.03552 7.20226 7.42579  0.038
H -4.81666 5.54298 6.80722  0.026
H -4.93608 5.83014 8.56421  0.041
H -2.35574 8.20870 5.98742  0.041
H -0.97769 7.07739 6.02271  0.040
H -2.51020 6.59595 5.24421  0.032
H -2.73253 8.63932 8.97540  0.038
H -2.55366 7.24913 10.07604  0.042
H -1.15620 7.83570 9.13836  0.027
H -0.71439 4.54189 4.66121  0.120
H -2.14120 3.93071 2.73076  0.104
H -4.35158 2.81508 3.10026  0.107
H -5.17075 2.44116 5.43668  0.111
H -3.74426 3.07571 7.35871  0.126
H 0.05466 6.09673 8.70898  0.097
H 2.43019 6.72251 8.54716  0.107
H 3.92566 5.58079 6.87107  0.105
H 2.95818 3.81375 5.37676  0.071
H 0.61604 3.07648 5.68679  0.087
H -2.21616 2.56356 8.57999  0.150
H -0.10474 4.13938 9.74239  0.106
H -0.97421 2.73438 10.40218  0.119
H 1.80307 2.81866 9.30685  0.110
H 1.05838 1.60561 10.35159  0.112
H 1.54337 1.35604 7.51995  0.112
H 0.62003 0.23939 8.54538  0.136
H -2.27207 1.02684 6.64287  0.123
H 0.55645 0.25418 5.73619  0.055
H 1.02963 -2.06517 5.31344  0.114
H 0.27442 -4.40008 4.91003  0.108
H -2.16033 -4.98206 5.10038  0.100
H -3.77387 -3.25402 5.91100  0.102
H -2.99482 -0.94765 6.42450  0.106

The value obtained for the LUMO energy is -0.0446 hartree. The max |F| comes out at 0.033 Eh/bohr.

=====

Entry from OMol25: C48H52AsN4O5Ti as an isolated structure in a non-equilibrium geometry (ωB97M-V/def2-TZVPD).

Each line ends with the Löwdin charge.
Atoms and positions in Å:
Ti -0.67536 -0.47342 0.80547  0.923
O -2.05595 -3.05820 4.24790  0.205
C -1.79670 -1.87609 3.76348  -0.441
O -1.73638 -1.63865 2.56444  0.038
C -1.63423 -0.80089 4.82537  -0.079
O -1.00440 0.34275 4.30424  -0.105
C 0.41163 0.24479 4.34109  -0.060
C 0.83382 -0.82110 3.32389  -0.545
O 1.37005 -1.86149 3.61807  0.149
O 0.49717 -0.50806 2.10855  -0.259
H -2.20677 -3.74664 3.57426  0.162
H -2.64056 -0.50238 5.13934  0.154
H -1.09692 -1.20727 5.69186  0.160
H 0.78522 1.22759 4.03799  0.129
H 0.78774 -0.01230 5.33844  0.151
C -3.82185 1.12554 2.80708  -0.011
C -3.36861 2.14927 1.81384  -0.197
C -3.66920 3.48954 2.02913  -0.027
C -3.32184 4.45227 1.10194  -0.045
C -2.70696 4.07356 -0.07847  -0.040
C -2.39903 2.74569 -0.34037  -0.228
C -1.85146 2.36986 -1.68797  -0.031
C -2.69295 1.77847 0.64344  -0.221
N -2.33280 0.42780 0.39443  0.001
C -2.96851 -0.26339 -0.55012  -0.221
C -4.21530 0.22616 -1.21734  0.031
C -2.47821 -1.56569 -0.83786  -0.256
C -2.94474 -2.25511 -2.08285  0.012
N -1.53625 -2.04499 -0.01326  -0.002
C -1.26365 -3.41466 0.01905  -0.171
C -2.32257 -4.35489 -0.03960  -0.211
C -3.76775 -4.01169 0.18461  -0.027
C -2.02873 -5.69982 -0.21796  -0.029
C -0.72420 -6.14364 -0.28821  -0.034
C 0.30475 -5.24354 -0.06382  -0.030
C 0.06675 -3.88867 0.12068  -0.182
C 1.24070 -3.02183 0.49020  -0.030
H -4.91061 1.10821 2.84946  0.102
H -3.45982 1.38192 3.80059  0.087
H -3.46407 0.13432 2.52654  0.060
H -4.20196 3.77249 2.92359  0.127
H -3.54723 5.49125 1.27930  0.118
H -2.48982 4.81833 -0.82707  0.121
H -1.48100 3.25430 -2.19810  0.082
H -2.63898 1.95266 -2.31171  0.081
H -1.04553 1.63061 -1.62529  0.041
H -4.47572 1.22671 -0.88319  0.102
H -5.04350 -0.43651 -0.96493  0.116
H -4.11691 0.21514 -2.30069  0.102
H -2.70694 -1.61424 -2.93370  0.109
H -4.02267 -2.39460 -2.07765  0.097
H -2.46193 -3.22008 -2.21863  0.098
H -3.90922 -3.00239 0.56792  0.081
H -4.18591 -4.72878 0.89244  0.099
H -4.33792 -4.11705 -0.73663  0.089
H -2.84967 -6.39491 -0.30183  0.127
H -0.51175 -7.18298 -0.47883  0.119
H 1.32093 -5.60403 -0.02886  0.122
H 2.16279 -3.45439 0.10371  0.096
H 1.34218 -3.00167 1.58255  0.090
H 1.15657 -1.99276 0.12750  0.030
N 0.09002 -0.43335 -1.21114  0.119
C 0.70858 -0.82288 -2.12313  -0.166
N 1.33743 -1.34246 -3.10051  -0.032
C 2.06114 -0.55766 -4.09612  -0.103
C 3.51651 -1.01535 -4.18982  -0.142
C 3.64647 -2.54738 -4.13302  -0.164
C 2.29831 -3.23773 -4.32165  -0.162
C 1.33814 -2.80947 -3.22103  -0.106
H 2.00671 0.49149 -3.80216  0.120
H 1.55724 -0.67595 -5.06001  0.137
H 4.08198 -0.57859 -3.36768  0.078
H 3.92730 -0.63155 -5.12253  0.125
H 4.05185 -2.83814 -3.16235  0.115
H 4.34061 -2.89776 -4.89564  0.120
H 2.42482 -4.31814 -4.25393  0.127
H 1.88850 -3.01639 -5.30694  0.122
H 1.66234 -3.23149 -2.26542  0.115
H 0.32060 -3.16234 -3.42070  0.132
C 1.83836 5.09377 3.77363  -0.059
C 0.53043 4.79392 3.42704  -0.063
C 0.26843 3.74369 2.56558  -0.116
C 1.32187 2.99829 2.04252  -0.363
C 2.63184 3.27965 2.41273  -0.082
C 2.88399 4.32387 3.28739  -0.057
As 0.86874 1.73649 0.62039  1.401
C 1.32528 2.95170 -0.85497  -0.273
C 0.72954 4.16178 -1.17015  -0.096
C 1.16583 4.86516 -2.28381  -0.057
C 2.16196 4.34259 -3.09655  -0.052
C 2.80025 3.16338 -2.75202  -0.023
C 2.42121 2.48291 -1.59955  -0.204
C 3.14181 1.36822 -0.98164  -0.201
C 4.37918 0.88896 -1.40073  -0.036
C 5.03907 -0.07666 -0.65912  -0.055
C 4.46998 -0.56538 0.50619  -0.053
C 3.23950 -0.08871 0.93942  -0.085
C 2.56970 0.87951 0.20841  -0.303
H 2.03960 5.93876 4.41289  0.113
H -0.28524 5.37975 3.82243  0.111
H -0.75090 3.49002 2.28088  0.085
H 3.45103 2.69084 2.00954  0.108
H 3.89852 4.54291 3.58225  0.114
H -0.04450 4.55937 -0.52202  0.100
H 0.72681 5.82065 -2.52425  0.113
H 2.47387 4.88200 -3.97885  0.115
H 3.60042 2.78613 -3.37220  0.112
H 4.84572 1.29918 -2.28363  0.114
H 6.01047 -0.43254 -0.97202  0.117
H 4.99122 -1.30278 1.09785  0.115
H 2.84023 -0.45272 1.87862  0.095

The value obtained for the LUMO energy (spin up / spin down) is -0.2418 / -0.2571 hartree. The net charge is +2. The max |F| comes out at 0.046 Eh/bohr. As for the multiplicity: 2.